1.
{
  "formula": "C14H16",
  "method": "ωB97M-V with the def2-TZVPD basis set",
  "e_homo_ev": [-11.583, -11.583],
  "total_charge": 1,
  "spin_multiplicity": 2,
  "gap_ev": [7.28, 3.49],
  "lumo_energy_ev": [-4.302, -8.089],
  "species": ["C", "C", "C", "C", "C", "C", "C", "H", "H", "H", "H", "H", "H", "H", "H", "C", "C", "C", "C", "C", "C", "C", "H", "H", "H", "H", "H", "H", "H", "H"],
  "xyz": [[-1.09447, 1.95358, 2.88806], [-2.31733, 3.17841, -0.43754], [-2.25398, 2.88104, 0.89009], [-1.40877, 2.53667, -1.27612], [-1.23350, 1.99555, 1.41532], [-0.47836, 1.56237, -0.83755], [-0.35124, 1.34235, 0.50968], [-3.11314, 3.80125, -0.81629], [-2.94093, 3.31991, 1.60138], [-1.36212, 2.96444, -2.27567], [0.14394, 1.07149, -1.56910], [-0.05392, 2.02078, 3.20039], [-1.65077, 1.09943, 3.28274], [0.42162, 0.63091, 0.77094], [-1.53373, 2.86618, 3.29783], [1.88646, -1.11015, -2.53749], [0.07561, -2.20814, -1.10179], [1.38287, -1.68602, -1.24524], [-0.10339, -3.11082, -0.04313], [2.30171, -1.95073, -0.22067], [0.86279, -3.48034, 0.86960], [2.05765, -2.74136, 0.88689], [-0.78792, -1.91207, -1.68096], [-1.10001, -3.51137, 0.09021], [1.10029, -0.64982, -3.12832], [2.47904, -1.84421, -3.07353], [3.21826, -1.37690, -0.30659], [0.58776, -4.24615, 1.58035], [2.77103, -3.16756, 1.58309], [2.49455, -0.22870, -2.31657]]
}



2.
{
  "formula": "C5H10O2",
  "method": "ωB97M-V with the def2-TZVPD basis set",
  "e_homo_ev": -8.331,
  "gap_ev": 9.02,
  "lumo_energy_ev": 0.690,
  "species": ["C", "O", "C", "C", "O", "C", "C", "H", "H", "H", "H", "H", "H", "H", "H", "H", "H"],
  "xyz": [[1.56144, 1.31681, -0.64048], [1.31745, 0.51825, 0.39695], [0.56696, -0.55384, 0.20538], [0.15830, -1.41571, 1.38904], [-1.18564, -1.47403, 0.88466], [-0.90903, -0.56710, -0.20298], [-1.71896, 0.71231, -0.08194], [1.85444, -0.09052, -1.59250], [0.71045, 1.60607, -1.25489], [2.27315, 2.09694, -0.36833], [1.46909, -0.83953, -1.24903], [0.20759, -0.92726, 2.37582], [0.61680, -2.40747, 1.45919], [-1.10065, -1.05274, -1.16694], [-1.55558, 1.38114, -0.93392], [-2.78091, 0.44553, -0.06236], [-1.48493, 1.25115, 0.84233]]
}



3.
{
  "formula": "C19H26N4O2",
  "method": "ωB97M-V with the def2-TZVPD basis set",
  "e_homo_ev": -8.110,
  "gap_ev": 8.63,
  "lumo_energy_ev": 0.517,
  "species": ["O", "C", "N", "H", "C", "C", "C", "C", "C", "C", "H", "H", "H", "H", "H", "H", "H", "H", "H", "H", "H", "N", "C", "H", "C", "H", "H", "C", "N", "C", "O", "N", "C", "C", "C", "C", "C", "C", "H", "H", "H", "H", "H", "C", "H", "H", "C", "H", "H", "H", "H"],
  "xyz": [[-1.65510, -2.35992, -1.29212], [-0.79272, -2.15797, -0.56699], [0.31093, -2.83864, -0.68714], [0.95368, -3.11283, 0.02401], [0.51697, -3.89084, -2.05459], [2.08152, -4.11900, -2.31105], [3.05794, -4.84995, -1.22173], [2.15279, -6.17381, -0.94167], [0.74087, -6.06293, -0.42397], [-0.02592, -5.27637, -1.45794], [-1.16835, -5.28603, -0.90493], [-0.21987, -6.07382, -2.32904], [0.43830, -6.92989, -0.34532], [0.78282, -5.42522, 0.64746], [2.78749, -6.64023, -0.21015], [2.38715, -6.84903, -1.71643], [3.99469, -4.83542, -1.68562], [3.00352, -4.20092, -0.31125], [1.87797, -4.57656, -3.14372], [2.44339, -3.12992, -2.37191], [-0.14391, -3.60154, -2.72149], [-0.75759, -1.65009, 0.68083], [0.31309, -1.09721, 1.37566], [0.63555, -1.79015, 2.26538], [-0.11980, 0.34975, 1.68858], [-0.47398, 0.52247, 2.64416], [1.26795, 0.85496, 1.81707], [-0.63280, 1.18494, 0.70770], [-0.35073, 2.52989, 0.90896], [-0.89673, 3.21714, 2.05050], [-1.59046, 2.60198, 3.01999], [-0.85487, 4.51303, 1.78927], [-0.19761, 4.84291, 0.73643], [0.26516, 6.01936, -0.00452], [0.83034, 5.93584, -1.20121], [0.86507, 4.73975, -1.61572], [0.45495, 3.56945, -1.31969], [0.19960, 3.57819, 0.22649], [0.73042, 2.58107, -1.69602], [1.42995, 4.58911, -2.63816], [1.24967, 6.95982, -1.57054], [0.19396, 6.79928, 0.79849], [-0.99733, 5.11410, 2.56730], [-1.82598, 0.66690, 0.31760], [-2.32307, 0.70711, -0.64772], [-2.59723, 1.43771, 1.01592], [-1.95748, -0.68952, 0.77290], [-2.15166, -0.72180, 1.82074], [-2.99012, -1.26937, 0.25553], [0.07830, 0.88375, -0.26106], [1.14111, -1.10315, 0.59921]]
}



4.
{
  "formula": "C3H7N2O2",
  "method": "ωB97M-V with the def2-TZVPD basis set",
  "e_homo_ev": -3.923,
  "total_charge": -1,
  "gap_ev": 7.80,
  "lumo_energy_ev": 3.877,
  "species": ["C", "N", "C", "O", "O", "C", "N", "H", "H", "H", "H", "H", "H", "H"],
  "xyz": [[-0.36061, -0.10595, -0.40754], [-0.66214, 1.21212, 0.04466], [-1.79916, 1.38825, 0.89944], [-2.70574, 0.53992, 0.81419], [-1.72597, 2.36295, 1.68247], [1.18524, -0.40911, -0.42647], [1.89542, -1.73425, -0.33631], [-0.75090, -0.34033, -1.41181], [-0.74204, -0.81968, 0.32687], [0.07093, 1.87830, 0.21231], [1.64344, 0.28150, -1.12817], [1.38500, -0.16149, 0.62271], [1.13272, -1.62457, -1.09007], [1.43383, -2.46768, 0.19773]]
}



Repeat the third record exactly.
{
  "formula": "C19H26N4O2",
  "method": "ωB97M-V with the def2-TZVPD basis set",
  "e_homo_ev": -8.110,
  "gap_ev": 8.63,
  "lumo_energy_ev": 0.517,
  "species": ["O", "C", "N", "H", "C", "C", "C", "C", "C", "C", "H", "H", "H", "H", "H", "H", "H", "H", "H", "H", "H", "N", "C", "H", "C", "H", "H", "C", "N", "C", "O", "N", "C", "C", "C", "C", "C", "C", "H", "H", "H", "H", "H", "C", "H", "H", "C", "H", "H", "H", "H"],
  "xyz": [[-1.65510, -2.35992, -1.29212], [-0.79272, -2.15797, -0.56699], [0.31093, -2.83864, -0.68714], [0.95368, -3.11283, 0.02401], [0.51697, -3.89084, -2.05459], [2.08152, -4.11900, -2.31105], [3.05794, -4.84995, -1.22173], [2.15279, -6.17381, -0.94167], [0.74087, -6.06293, -0.42397], [-0.02592, -5.27637, -1.45794], [-1.16835, -5.28603, -0.90493], [-0.21987, -6.07382, -2.32904], [0.43830, -6.92989, -0.34532], [0.78282, -5.42522, 0.64746], [2.78749, -6.64023, -0.21015], [2.38715, -6.84903, -1.71643], [3.99469, -4.83542, -1.68562], [3.00352, -4.20092, -0.31125], [1.87797, -4.57656, -3.14372], [2.44339, -3.12992, -2.37191], [-0.14391, -3.60154, -2.72149], [-0.75759, -1.65009, 0.68083], [0.31309, -1.09721, 1.37566], [0.63555, -1.79015, 2.26538], [-0.11980, 0.34975, 1.68858], [-0.47398, 0.52247, 2.64416], [1.26795, 0.85496, 1.81707], [-0.63280, 1.18494, 0.70770], [-0.35073, 2.52989, 0.90896], [-0.89673, 3.21714, 2.05050], [-1.59046, 2.60198, 3.01999], [-0.85487, 4.51303, 1.78927], [-0.19761, 4.84291, 0.73643], [0.26516, 6.01936, -0.00452], [0.83034, 5.93584, -1.20121], [0.86507, 4.73975, -1.61572], [0.45495, 3.56945, -1.31969], [0.19960, 3.57819, 0.22649], [0.73042, 2.58107, -1.69602], [1.42995, 4.58911, -2.63816], [1.24967, 6.95982, -1.57054], [0.19396, 6.79928, 0.79849], [-0.99733, 5.11410, 2.56730], [-1.82598, 0.66690, 0.31760], [-2.32307, 0.70711, -0.64772], [-2.59723, 1.43771, 1.01592], [-1.95748, -0.68952, 0.77290], [-2.15166, -0.72180, 1.82074], [-2.99012, -1.26937, 0.25553], [0.07830, 0.88375, -0.26106], [1.14111, -1.10315, 0.59921]]
}



Question: What is the formula in the second record?
Answer: C5H10O2